{"formula": "C2H6NO3", "method": "ωB97M-V/def2-TZVPD", "e_tot_ev": -9805.29191, "homo_lumo_gap_ha": 0.331, "lumo_energy_ev": 4.340, "charge": -1, "de_lowest_kj_mol": 87.7, "homo_energy_ev": -4.67, "species": ["O", "C", "O", "C", "N", "H", "H", "H", "H", "H", "H", "O"], "positions_angstrom": [[-1.055, 2.401, -0.268], [-0.543, 1.294, -0.226], [0.370, 0.869, -1.043], [-0.788, 0.313, 0.957], [0.366, -0.550, 1.301], [-1.805, -0.089, 0.903], [-0.851, 0.925, 1.878], [0.062, -1.507, 1.382], [1.136, -0.459, 0.665], [1.094, -1.429, -2.512], [0.770, -0.389, -1.476], [1.245, -1.380, -1.560]], "nbo_charge": [-0.7133, 0.7747, -0.8221, -0.3485, -0.8671, 0.1850, 0.1779, 0.3451, 0.3933, 0.4316, 0.5015, -1.0580]}

{"formula": "C5H9N", "method": "ωB97M-V/def2-TZVPD", "e_tot_ev": -6820.85290, "homo_lumo_gap_ha": 0.455, "lumo_energy_ev": 0.878, "charge": 0, "smiles": "CC(C)CC#N", "de_lowest_kj_mol": 13.7, "homo_energy_ev": -11.49, "species": ["C", "C", "C", "C", "C", "N", "H", "H", "H", "H", "H", "H", "H", "H", "H"], "positions_angstrom": [[-0.454, 1.429, -0.329], [-0.506, 0.059, 0.349], [-0.884, -1.060, -0.645], [0.839, -0.236, 1.049], [1.910, -0.427, 0.063], [2.705, -0.588, -0.762], [-0.209, 2.220, 0.389], [-1.416, 1.678, -0.787], [0.306, 1.435, -1.121], [-1.256, 0.098, 1.148], [-1.063, -0.657, -1.647], [-1.784, -1.597, -0.333], [-0.084, -1.800, -0.750], [0.777, -1.143, 1.663], [1.121, 0.589, 1.714]], "nbo_charge": [-0.6110, -0.2024, -0.6221, -0.5089, 0.2863, -0.3349, 0.2068, 0.2160, 0.2167, 0.2061, 0.2175, 0.2168, 0.2178, 0.2486, 0.2467]}

{"formula": "C5H6O", "method": "ωB97M-V/def2-TZVPD", "e_tot_ev": -7327.83772, "homo_lumo_gap_ha": 0.394, "lumo_energy_ev": 0.703, "charge": 0, "smiles": "CC#CC(C)=O", "de_lowest_kj_mol": 139.6, "homo_energy_ev": -10.03, "species": ["C", "C", "C", "C", "C", "O", "H", "H", "H", "H", "H", "H"], "positions_angstrom": [[1.222, -2.125, -1.077], [0.716, -0.975, -0.334], [0.307, -0.027, 0.288], [-0.187, 1.113, 1.043], [-1.422, 1.814, 0.549], [0.372, 1.511, 2.043], [0.647, -2.299, -1.989], [2.269, -1.981, -1.360], [1.169, -3.031, -0.467], [-1.232, 2.313, -0.407], [-2.265, 1.127, 0.389], [-1.596, 2.560, 1.321]], "nbo_charge": [-0.6973, 0.1052, -0.1608, 0.5216, -0.7012, -0.5068, 0.2390, 0.2454, 0.2460, 0.2356, 0.2334, 0.2398]}

{"formula": "C8H24IO7", "method": "ωB97M-V/def2-TZVPD", "e_tot_ev": -31119.15748, "homo_lumo_gap_ha": 0.294, "lumo_energy_ev": 2.865, "charge": -1, "de_lowest_kj_mol": 35.2, "homo_energy_ev": -5.13, "species": ["I", "C", "C", "O", "H", "H", "H", "H", "H", "H", "C", "C", "O", "O", "H", "H", "H", "H", "H", "H", "C", "C", "O", "O", "H", "H", "H", "H", "H", "H", "C", "C", "O", "O", "H", "H", "H", "H", "H", "H"], "positions_angstrom": [[0.129, -0.640, -0.890], [0.918, 5.045, -1.009], [1.118, 3.482, -1.096], [-0.015, 2.890, -1.613], [0.480, 5.466, -1.914], [1.895, 5.494, -0.825], [0.325, 5.304, -0.132], [1.173, 3.119, -0.070], [2.004, 3.115, -1.615], [-0.275, 2.134, -1.082], [-0.758, 0.830, 4.243], [-0.234, 0.804, 2.789], [0.821, -0.181, 2.499], [-1.572, -0.345, 4.415], [-1.446, 1.660, 4.403], [0.014, 0.767, 5.010], [0.189, 1.763, 2.489], [-1.030, 0.667, 2.057], [0.772, -0.278, 1.545], [-0.944, -1.062, 4.529], [3.772, -2.038, -1.036], [4.731, -3.018, -0.307], [5.425, -3.875, -1.181], [2.825, -2.706, -1.881], [4.376, -1.275, -1.527], [3.247, -1.619, -0.177], [4.121, -3.659, 0.330], [5.417, -2.493, 0.358], [6.299, -4.028, -0.814], [2.012, -2.215, -1.744], [-4.024, -1.134, -1.226], [-5.428, -1.699, -1.371], [-6.178, -0.881, -2.230], [-3.198, -1.413, -2.423], [-3.716, -1.677, -0.333], [-4.041, -0.067, -1.004], [-5.920, -1.843, -0.409], [-5.417, -2.694, -1.816], [-5.503, -0.620, -2.861], [-2.365, -1.079, -2.084]], "nbo_charge": [-0.9068, -0.6273, -0.0489, -0.7461, 0.2071, 0.1918, 0.1990, 0.1552, 0.1576, 0.4979, -0.0897, -0.1032, -0.7734, -0.7293, 0.1798, 0.1670, 0.1537, 0.1930, 0.4982, 0.4662, -0.0827, -0.0761, -0.7208, -0.7409, 0.1515, 0.1826, 0.1539, 0.1506, 0.4574, 0.4980, -0.1148, -0.0830, -0.7250, -0.7471, 0.1764, 0.1762, 0.1686, 0.1625, 0.4702, 0.5007]}

{"formula": "C2H6N5", "method": "ωB97M-V/def2-TZVPD", "e_tot_ev": -9610.29915, "homo_lumo_gap_ha": [0.313, 0.313], "lumo_energy_ev": [-4.687, -4.686], "charge": 1, "de_lowest_kj_mol": 455.1, "homo_energy_ev": [-13.21, -13.21], "species": ["C", "C", "N", "N", "N", "N", "N", "H", "H", "H", "H", "H", "H"], "positions_angstrom": [[-1.290, 0.929, 0.311], [1.125, 0.863, -0.133], [-2.437, 0.427, 0.082], [-3.400, -0.083, -0.080], [-0.065, 0.221, 0.065], [-0.173, -1.018, 0.154], [0.833, -1.778, 0.012], [-1.345, 1.776, 0.876], [1.644, 0.522, -1.166], [0.748, 1.815, -0.185], [1.967, 0.668, 0.534], [0.598, -2.792, -0.157], [1.794, -1.550, -0.312]], "nbo_charge": [-0.1558, -0.4624, 0.0769, 0.1576, -0.0629, 0.1250, -0.5166, 0.2462, 0.2379, 0.2533, 0.2562, 0.4380, 0.4067]}

{"formula": "C2H4CsNaO2", "method": "ωB97M-V/def2-TZVPD", "e_tot_ev": -11189.56230, "spin_multiplicity": 2, "homo_lumo_gap_ha": [0.317, 0.287], "lumo_energy_ev": [-3.183, -3.130], "s2": 0.76, "charge": 1, "de_lowest_kj_mol": 62.9, "homo_energy_ev": [-11.80, -10.93], "species": ["O", "Na", "Cs", "C", "C", "O", "H", "H", "H", "H"], "positions_angstrom": [[0.783, -1.029, -4.902], [2.069, -1.185, -6.644], [-1.365, -0.526, -1.947], [-3.202, 0.053, 2.518], [-3.155, 1.540, 2.084], [-3.211, 0.467, 1.167], [-2.286, -0.460, 2.813], [-4.157, -0.324, 2.887], [-4.069, 2.136, 2.117], [-2.201, 2.066, 2.146]], "lowdin_spin": [0.9938, 0.0100, -0.0037, 0.0000, 0.0000, 0.0000, 0.0000, 0.0000, 0.0000, 0.0000]}

{"formula": "C26H52N4O2Si4V", "method": "ωB97M-V/def2-TZVPD", "e_tot_ev": -95058.44931, "spin_multiplicity": 3, "homo_lumo_gap_ha": [0.236, 0.226], "lumo_energy_ev": [-3.365, -3.532], "s2": 2.10, "charge": 1, "de_lowest_kj_mol": 144.9, "homo_energy_ev": [-9.78, -9.67], "species": ["V", "N", "C", "C", "C", "C", "C", "C", "C", "C", "N", "C", "H", "H", "H", "H", "H", "H", "H", "H", "C", "C", "N", "C", "C", "C", "C", "N", "H", "H", "H", "H", "H", "H", "H", "H", "H", "H", "H", "H", "H", "H", "C", "C", "O", "O", "H", "H", "H", "C", "Si", "C", "C", "Si", "Si", "C", "C", "C", "Si", "C", "C", "C", "H", "H", "H", "H", "H", "H", "H", "H", "H", "H", "H", "H", "H", "H", "H", "H", "H", "H", "H", "H", "H", "H", "H", "H", "H", "H", "H"], "positions_angstrom": [[-0.475, 0.566, 0.087], [1.833, 0.542, -0.233], [2.346, 0.860, 1.074], [3.648, 1.228, 1.297], [4.111, 1.459, 2.603], [3.267, 1.319, 3.669], [1.912, 0.979, 3.470], [0.984, 0.871, 4.528], [-0.321, 0.571, 4.240], [-0.703, 0.383, 2.912], [0.128, 0.481, 1.881], [1.446, 0.757, 2.152], [1.994, -0.448, -0.428], [2.348, 1.058, -0.938], [4.331, 1.323, 0.461], [5.146, 1.730, 2.760], [3.622, 1.484, 4.678], [1.313, 1.026, 5.548], [-1.061, 0.487, 5.022], [-1.732, 0.138, 2.672], [-2.684, 5.961, -0.712], [-1.571, 5.843, 0.330], [-0.605, 4.779, 0.031], [0.522, 5.121, -0.834], [0.260, 4.861, -2.319], [-0.808, 3.510, 0.405], [-1.963, 3.233, 1.324], [-0.031, 2.525, 0.027], [-3.461, 6.630, -0.342], [-3.126, 4.986, -0.919], [-2.307, 6.366, -1.649], [-2.002, 5.671, 1.313], [-1.016, 6.778, 0.392], [1.401, 4.567, -0.497], [0.748, 6.174, -0.674], [-0.191, 3.879, -2.471], [1.194, 4.916, -2.878], [-0.422, 5.602, -2.728], [-1.785, 3.681, 2.303], [-2.102, 2.164, 1.441], [-2.882, 3.639, 0.910], [0.690, 2.817, -0.620], [-1.772, 0.519, -2.999], [-2.098, 1.116, -1.648], [-2.464, 2.270, -1.538], [-2.016, 0.290, -0.609], [-2.688, 0.465, -3.587], [-1.349, -0.474, -2.891], [-1.082, 1.177, -3.527], [1.339, -4.983, 0.860], [1.356, -3.106, 1.120], [3.186, -2.615, 0.956], [0.858, -2.900, 2.939], [-0.132, -2.031, -0.464], [0.844, -2.507, -2.606], [2.523, -1.626, -2.780], [-0.109, -2.124, -4.206], [1.146, -4.374, -2.660], [-2.285, -2.996, -0.176], [-2.247, -4.873, 0.061], [-3.398, -2.628, -1.658], [-2.982, -2.233, 1.413], [1.919, -5.466, 1.651], [1.776, -5.280, -0.093], [0.327, -5.388, 0.899], [3.780, -3.246, 1.622], [3.398, -1.579, 1.227], [3.557, -2.789, -0.057], [1.714, -3.088, 3.591], [0.080, -3.620, 3.201], [0.479, -1.909, 3.178], [2.405, -0.551, -2.947], [3.064, -2.028, -3.640], [3.159, -1.774, -1.904], [-0.015, -1.083, -4.519], [-1.173, -2.356, -4.117], [0.291, -2.746, -5.009], [1.916, -4.683, -1.953], [1.473, -4.679, -3.657], [0.236, -4.931, -2.426], [-1.659, -5.377, -0.709], [-3.260, -5.280, 0.021], [-1.824, -5.137, 1.032], [-2.963, -3.021, -2.580], [-3.556, -1.556, -1.788], [-4.377, -3.096, -1.533], [-2.261, -2.323, 2.231], [-3.904, -2.723, 1.734], [-3.205, -1.174, 1.261]], "lowdin_spin": [1.9612, -0.0009, -0.0039, 0.0117, -0.0064, 0.0097, -0.0003, 0.0444, -0.0043, 0.0544, -0.0022, 0.0148, -0.0019, 0.0003, 0.0006, -0.0006, 0.0004, 0.0022, -0.0012, 0.0039, 0.0007, 0.0009, 0.0114, 0.0010, 0.0005, 0.0112, 0.0064, 0.0032, 0.0001, 0.0000, 0.0000, 0.0002, 0.0000, 0.0003, 0.0001, 0.0000, 0.0000, 0.0000, 0.0009, 0.0034, 0.0003, 0.0027, 0.0077, 0.0193, 0.0153, -0.0204, 0.0017, 0.0002, 0.0003, -0.0062, -0.0114, 0.0006, 0.0009, -0.0984, -0.0122, 0.0008, 0.0007, -0.0081, -0.0112, -0.0050, 0.0002, 0.0016, -0.0010, 0.0000, -0.0001, 0.0001, 0.0000, -0.0001, 0.0002, 0.0000, 0.0003, 0.0000, 0.0002, 0.0000, 0.0000, 0.0000, 0.0001, 0.0000, -0.0012, -0.0003, -0.0001, -0.0007, 0.0000, -0.0001, 0.0001, 0.0000, 0.0000, 0.0002, 0.0007]}